No. 1
Formula: C24H18Cl2IN5O2S4SbW
Source: the OMol25 dataset
Level of theory: the ωB97M-V functional and the def2-TZVPD basis

The calculation puts the highest occupied orbital energy (spin up / spin down) at -0.1662 / -0.1784 hartree. As for the expectation value of S²: 2.03. The value obtained for the molar mass is 1040.1 g mol⁻¹. The calculation puts the electronic energy at -121581.138 eV. The value obtained for the frontier orbital gap (spin up / spin down) is 0.22801 / 0.22965 Eh.

```
! RIJCOSX wB97M-V def2-TZVPD def2/J DEFGRID3
* xyz -1 3
W -0.438 0.802 -0.424
C 3.497 -1.839 2.858
C 2.212 -2.187 3.265
C 1.115 -1.449 2.847
C 1.268 -0.334 2.012
C 2.560 0.001 1.608
C 3.657 -0.739 2.028
N 0.126 0.360 1.550
C -0.910 0.574 2.449
C -0.799 0.798 3.826
C -1.941 0.974 4.583
C -3.211 0.928 3.993
C -3.336 0.716 2.633
C -2.182 0.565 1.874
N -2.130 0.328 0.499
N -3.217 -0.256 -0.072
C -2.850 -0.721 -1.235
C -3.779 -1.401 -2.095
C -3.364 -1.870 -3.290
C -2.002 -1.682 -3.688
C -1.159 -1.041 -2.849
N -1.538 -0.571 -1.615
H 4.354 -2.408 3.194
H 2.058 -3.044 3.910
H 0.120 -1.741 3.157
H 2.718 0.866 0.980
H 4.647 -0.428 1.714
H 0.179 0.836 4.289
H -1.849 1.159 5.647
H -4.096 1.070 4.600
H -4.299 0.676 2.143
H -4.796 -1.505 -1.744
H -4.056 -2.381 -3.948
H -1.642 -2.016 -4.651
H -0.136 -0.849 -3.134
S 2.379 5.589 1.848
Sb 1.938 3.377 2.311
S -0.758 3.106 0.186
S 1.248 2.727 -0.172
S 4.263 3.323 2.095
Cl -0.226 4.256 -4.106
C -1.194 2.775 -4.193
Cl -0.614 1.707 -5.503
C -1.194 2.067 -2.843
O -2.230 2.008 -2.205
O -0.060 1.576 -2.451
H -2.209 3.060 -4.437
I 4.565 -0.514 -3.499
C 3.017 -1.138 -2.271
C 2.828 -2.473 -1.969
C 1.777 -2.821 -1.141
C 0.961 -1.824 -0.641
N 1.128 -0.540 -0.964
C 2.141 -0.189 -1.760
H 3.491 -3.229 -2.371
H 1.586 -3.848 -0.863
H 0.147 -2.047 0.032
H 2.231 0.861 -1.998
*
```

=====

No. 2
Formula: C5H12N2
Source: the OMol25 dataset
Level of theory: the ωB97M-V functional and the def2-TZVPD basis

The SMILES is N/C=C/CCCN. The calculation puts the highest occupied orbital energy at -0.2937 hartree. The value obtained for the molar mass is 100.2 g mol⁻¹. The calculation puts the electronic energy at -8356.738 eV. The value obtained for the frontier orbital gap is 0.33197 Eh.

```
! RIJCOSX wB97M-V def2-TZVPD def2/J DEFGRID3
* xyz 0 1
N 2.938 0.946 0.211
C 1.881 0.101 -0.357
C 0.700 0.730 -0.739
C -0.549 -0.006 -1.271
C -1.937 0.171 -0.481
C -1.523 -0.368 0.940
N -0.418 -1.249 1.346
H 2.518 1.550 0.975
H 3.788 0.472 0.437
H 2.002 -1.008 -0.560
H 0.408 1.680 -0.263
H -0.361 -1.124 -1.293
H -0.678 0.351 -2.382
H -2.366 1.321 -0.674
H -2.658 -0.597 -0.788
H -2.503 -0.744 1.320
H -1.287 0.705 1.455
H -0.442 -2.006 0.649
H 0.487 -0.926 1.476
*
```

=====

No. 3
Formula: C3H4LiNaO3
Source: the OMol25 dataset
Level of theory: the ωB97M-V functional and the def2-TZVPD basis

The calculation puts the highest occupied orbital energy (spin up / spin down) at -0.2359 / -0.2444 hartree. The value obtained for the molar mass is 118.0 g mol⁻¹. The calculation puts the electronic energy at -13936.108 eV. The value obtained for the frontier orbital gap (spin up / spin down) is 0.19552 / 0.19792 Eh.

```
! RIJCOSX wB97M-V def2-TZVPD def2/J DEFGRID3
* xyz 0 1
O 1.652 -0.336 -0.392
C 1.014 -0.839 0.753
C -0.364 -0.202 0.993
C -1.505 1.393 -1.040
O -1.811 0.345 -1.531
O -0.811 1.762 -0.065
Na 1.228 2.563 -1.404
Li -0.108 -0.746 -1.944
H 1.614 -0.816 1.686
H 0.842 -1.938 0.545
H -0.746 -0.322 2.018
H -1.005 -0.866 0.381
*
```